{
  "formula": "C37H34AsN3O2PdSb",
  "method": "ωB97M-V with the def2-TZVPD basis set",
  "species": ["Pd", "C", "C", "C", "C", "C", "C", "N", "Sb", "C", "C", "C", "C", "C", "C", "N", "C", "C", "C", "C", "C", "C", "N", "H", "H", "H", "H", "H", "H", "H", "H", "H", "H", "H", "H", "H", "H", "H", "H", "H", "H", "O", "As", "C", "C", "C", "C", "C", "C", "C", "C", "C", "C", "C", "C", "C", "C", "C", "C", "C", "C", "H", "H", "H", "H", "H", "H", "H", "H", "H", "H", "H", "H", "H", "H", "H", "O", "C", "H"],
  "xyz": [[0.96998, -0.30841, 1.36993], [3.23972, 0.90739, 2.40947], [2.93485, -0.24584, 3.31251], [3.73892, -0.52536, 4.42806], [3.42083, -1.61136, 5.24674], [2.31191, -2.40486, 4.94971], [1.53484, -2.09688, 3.83172], [1.85867, -1.03500, 3.04445], [-0.16923, -3.27319, 3.33010], [0.39929, -3.35567, 1.28017], [0.36196, -4.55786, 0.57161], [0.74357, -4.56779, -0.77098], [1.15590, -3.38337, -1.38632], [1.18045, -2.19412, -0.64203], [1.61561, -0.90323, -1.26049], [0.80299, -2.21144, 0.66547], [-1.36072, -1.53932, 3.00464], [-2.65284, -1.44692, 3.52516], [-3.39990, -0.29187, 3.28863], [-2.85057, 0.75127, 2.53929], [-1.54857, 0.62233, 2.03222], [-0.92089, 1.71475, 1.22532], [-0.84128, -0.51441, 2.27689], [4.14128, 1.46196, 2.74631], [2.37838, 1.60645, 2.39867], [3.41839, 0.53403, 1.38025], [4.60015, 0.08803, 4.66185], [4.03314, -1.83743, 6.11015], [2.05910, -3.24793, 5.57928], [0.04157, -5.47128, 1.05526], [0.72025, -5.49171, -1.33420], [1.45164, -3.39489, -2.42793], [1.89471, -1.03558, -2.32750], [2.49514, -0.50823, -0.71169], [0.78833, -0.16661, -1.20013], [-3.07132, -2.25922, 4.10481], [-4.40307, -0.20464, 3.68525], [-3.43302, 1.64598, 2.35798], [-1.60790, 2.57926, 1.10467], [-0.65931, 1.32789, 0.21903], [0.00201, 2.06489, 1.73172], [0.11985, 0.36293, -0.20572], [-0.60942, 0.92556, -1.56963], [-2.50072, 1.02568, -1.12944], [-3.43957, 0.28516, -1.85874], [-4.79805, 0.36569, -1.53574], [-5.22034, 1.18567, -0.48453], [-4.28406, 1.92567, 0.24448], [-2.92535, 1.84599, -0.07743], [0.15855, 2.68363, -1.89909], [1.14622, 3.20138, -1.05064], [1.68929, 4.46640, -1.29809], [1.24698, 5.21654, -2.39216], [0.26080, 4.70207, -3.23940], [-0.28296, 3.43739, -2.99327], [-0.19094, -0.35787, -2.97462], [-0.67920, -0.15175, -4.27096], [-0.38403, -1.06699, -5.28605], [0.40049, -2.19058, -5.00851], [0.88978, -2.39913, -3.71534], [0.59513, -1.48456, -2.69888], [-3.12207, -0.35182, -2.67303], [-5.52286, -0.20699, -2.09968], [-6.27166, 1.24757, -0.23520], [-4.61086, 2.56045, 1.05787], [-2.20431, 2.42130, 0.48918], [1.49507, 2.62904, -0.20148], [2.45233, 4.86512, -0.64225], [1.66755, 6.19533, -2.58297], [-0.08227, 5.28293, -4.08575], [-1.04711, 3.04633, -3.65179], [-1.28794, 0.71475, -4.49270], [-0.76315, -0.90568, -6.28684], [0.62879, -2.89882, -5.79447], [1.49695, -3.26905, -3.50088], [0.97854, -1.65513, -1.70179], [3.73252, -0.02210, 0.00142], [2.78943, -0.11984, 0.46861], [1.10361, 1.26794, 1.96947]],
  "forces_ev_per_angstrom": [[0.4, -2.4, 1.9], [1.3, 0.5, 1.9], [0.3, -0.8, 1.3], [-0.4, -0.4, 0.0], [-0.1, 0.3, -0.4], [-0.1, 0.3, -0.4], [1.0, 0.9, 0.1], [1.8, -0.3, 2.1], [-0.2, -0.4, 0.6], [0.4, 0.4, -1.2], [0.1, 0.5, -0.3], [0.1, 0.6, 0.3], [0.6, -1.8, 2.5], [1.2, -5.2, 6.4], [5.5, 2.3, 1.2], [0.2, -2.1, -2.0], [-0.5, 1.2, -0.4], [0.4, 0.2, -0.3], [0.4, 0.3, -0.3], [0.2, -0.7, 0.6], [-1.1, -0.5, 0.9], [-0.7, 1.7, 2.6], [-2.8, 0.5, 0.7], [-0.4, -0.3, -0.2], [0.4, 0.1, 0.0], [1.2, 3.1, 5.3], [-0.1, 0.0, -0.1], [0.0, 0.0, 0.0], [0.0, 0.0, 0.0], [0.0, 0.0, 0.0], [0.0, 0.0, 0.0], [0.1, -0.9, 3.4], [3.6, 0.9, -0.4], [-1.8, -1.4, -4.0], [3.1, -1.4, 0.7], [0.0, 0.0, 0.0], [0.0, 0.0, 0.0], [0.3, -0.2, 0.4], [4.3, 0.6, 4.6], [-1.0, 2.5, 3.8], [0.7, 0.0, 0.0], [-0.8, -1.0, -2.9], [-3.4, 2.9, -4.1], [-0.5, -0.1, -0.4], [-0.1, 0.1, 0.2], [0.4, 0.2, 0.3], [0.5, 0.0, -0.1], [0.1, -0.4, -1.0], [-2.7, 0.1, -2.3], [0.1, 0.1, -0.3], [0.0, 0.1, -0.2], [-0.4, -0.2, -0.3], [-0.2, -0.5, 0.1], [0.1, -0.3, 0.4], [0.2, 0.1, 0.1], [-0.7, 0.4, -1.0], [0.0, -0.3, 0.5], [0.1, -0.1, 0.3], [-0.1, 0.3, 0.6], [-0.2, 0.8, -2.7], [-5.0, 1.0, -8.4], [0.0, -0.1, -0.1], [0.1, 0.0, 0.0], [0.0, 0.0, 0.0], [-0.1, 0.1, -0.1], [-4.1, -0.4, -3.8], [0.0, 0.0, 0.1], [0.0, 0.0, 0.0], [0.0, 0.0, 0.0], [0.0, -0.1, 0.0], [-0.1, 0.1, -0.1], [-0.1, 0.0, 0.0], [0.1, 0.0, 0.0], [0.0, 0.0, 0.1], [0.0, 0.7, -2.7], [-5.8, -3.5, -3.1], [14.5, 0.8, -7.7], [-10.0, -1.4, 6.0], [0.0, 2.8, 1.2]],
  "lowdin_charge": [1.00, -0.04, -0.26, 0.03, 0.00, -0.07, -0.41, -0.06, 1.60, -0.38, -0.05, 0.05, 0.03, -0.21, -0.09, 0.02, -0.41, -0.07, 0.01, 0.02, -0.23, -0.11, -0.04, 0.15, 0.07, -0.02, 0.13, 0.13, 0.11, 0.12, 0.14, 0.06, 0.20, 0.05, -0.03, 0.11, 0.13, 0.11, 0.09, -0.08, 0.09, -0.58, 1.37, -0.23, -0.07, -0.03, -0.01, -0.04, -0.12, -0.26, -0.08, -0.04, -0.02, -0.03, -0.07, -0.17, -0.03, 0.01, 0.04, 0.01, -0.16, 0.10, 0.12, 0.13, 0.12, 0.01, 0.09, 0.12, 0.13, 0.12, 0.10, 0.12, 0.14, 0.14, 0.12, -0.10, 0.34, -0.28, 0.10],
  "max_force_ev_per_a": 16.4,
  "total_charge": 3,
  "mol_weight_g_mol": 855.8,
  "orbital_gap_ev": [6.09, 5.39],
  "e_tot_ev": -118284.6151,
  "lumo_ev": [-8.385, -11.264],
  "homo_energy_ev": [-14.48, -16.65],
  "multiplicity": 5
}